Here is one molecule with the formula C5H12O from OMol25. Energies are from the ωB97M-V functional and the def2-TZVPD basis.

```
18
Properties=species:S:1:pos:R:3:forces:R:3
C 2.263 0.136 -0.379 0.0 0.0 0.0
C 1.062 -0.800 -0.494 0.0 -0.1 0.0
C -0.271 -0.088 -0.287 0.1 -0.1 -0.2
C -1.465 -1.019 -0.490 -0.1 0.0 0.0
O -0.231 0.454 1.022 0.0 0.0 0.0
C -1.244 1.380 1.327 -0.2 0.2 0.1
H 2.248 0.901 -1.167 0.0 -0.1 0.1
H 2.255 0.645 0.589 0.0 -0.1 -0.1
H 3.202 -0.419 -0.469 -0.1 0.1 0.0
H 1.141 -1.598 0.256 0.0 0.1 -0.1
H 1.048 -1.285 -1.478 0.0 0.1 0.1
H -0.340 0.749 -1.006 0.0 -0.1 0.1
H -1.476 -1.426 -1.507 0.1 0.1 0.1
H -2.414 -0.494 -0.334 0.2 -0.1 0.0
H -1.419 -1.856 0.215 0.0 0.1 -0.1
H -0.794 2.232 1.847 0.0 -0.1 0.0
H -1.744 1.760 0.426 0.1 0.0 0.1
H -2.005 0.936 1.982 0.1 0.0 -0.1
```
Forces are in eV/Å.

Output
strongest force on any atom	0.3	eV/Å
HOMO-LUMO gap	10.83	eV
SMILES	CC[C@@H](C)OC

---

Here is a 11-piece molecular cluster, C55H55N11 overall at a distorted geometry from OMol25. Energies are from the ωB97M-V functional and the def2-TZVPD basis.

```
121
Properties=species:S:1:pos:R:3:forces:R:3
N -28.592 9.773 -4.152 1.9 0.0 -1.6
C -28.711 8.595 -4.746 0.6 -0.7 -0.5
C -29.683 7.690 -4.392 -0.1 0.5 1.5
C -30.534 8.052 -3.342 -0.9 -0.8 -0.6
C -30.470 9.332 -2.821 -0.5 -1.3 0.1
C -29.425 10.119 -3.239 -1.6 1.6 1.4
H -27.945 8.333 -5.490 -0.4 0.2 0.2
H -29.739 6.699 -4.756 0.1 -0.6 -0.6
H -31.290 7.287 -3.052 0.5 0.9 0.1
H -31.212 9.667 -2.125 0.0 0.2 0.4
H -29.352 11.121 -2.803 0.3 -0.2 -0.2
N -28.670 5.518 -6.889 -1.1 0.3 -0.2
C -29.932 5.880 -7.137 -0.4 0.2 -0.4
C -30.327 6.702 -8.215 -0.9 -0.1 1.2
C -29.435 7.181 -9.150 0.0 -0.4 0.7
C -28.177 6.679 -8.960 1.5 -0.5 0.0
C -27.852 5.922 -7.825 0.2 0.6 -1.1
H -30.621 5.484 -6.403 -0.5 0.3 -0.2
H -31.343 7.053 -8.288 -0.3 -0.2 0.2
H -29.731 7.926 -9.883 0.2 -0.4 -0.1
H -27.354 6.791 -9.647 0.0 0.5 -0.2
H -26.841 5.678 -7.668 1.3 -0.4 0.0
N -21.294 4.161 1.840 -1.1 -1.0 -1.0
C -21.928 2.957 1.696 0.9 -0.2 1.3
C -22.035 2.237 0.525 0.1 0.8 -0.1
C -21.517 2.797 -0.635 -0.7 -0.1 0.1
C -21.137 4.110 -0.588 0.8 0.2 0.2
C -20.996 4.716 0.671 0.3 1.6 -0.8
H -22.227 2.440 2.622 0.0 0.6 -0.3
H -22.592 1.331 0.476 0.0 -0.7 0.2
H -21.488 2.230 -1.545 -0.2 -0.1 -0.4
H -20.841 4.631 -1.494 0.1 0.2 0.2
H -20.631 5.780 0.640 -0.2 -1.1 0.5
N -19.862 6.740 -2.798 0.4 -0.5 -1.0
C -19.215 7.148 -3.883 0.5 0.3 -0.9
C -19.036 8.500 -4.284 -0.7 -2.5 0.8
C -19.722 9.433 -3.575 0.2 -0.3 0.4
C -20.339 9.023 -2.412 -0.3 0.8 0.7
C -20.370 7.692 -2.052 -0.4 0.7 0.5
H -18.871 6.342 -4.527 0.3 0.2 0.1
H -18.429 8.721 -5.109 0.5 0.3 -1.2
H -19.744 10.432 -3.913 0.0 1.1 0.0
H -20.721 9.793 -1.753 -0.4 -0.2 0.0
H -20.882 7.361 -1.170 -0.2 0.1 0.5
N -23.063 7.722 0.301 -0.1 0.1 0.3
C -23.197 7.416 1.599 0.0 -0.7 -0.4
C -23.937 8.169 2.505 -0.5 0.9 -0.8
C -24.586 9.294 1.973 0.6 0.0 0.3
C -24.413 9.661 0.622 -0.2 -0.9 2.0
C -23.654 8.833 -0.155 0.7 -0.6 -0.8
H -22.737 6.459 1.854 0.0 0.3 0.3
H -24.058 7.956 3.569 0.2 -0.3 -0.5
H -25.147 9.891 2.696 -0.1 0.1 -0.6
H -24.865 10.522 0.228 -0.6 1.0 -0.5
H -23.505 9.029 -1.226 0.0 0.1 0.4
N -24.775 5.620 -5.401 -1.0 -0.1 0.0
C -25.898 5.949 -4.767 -0.8 0.3 1.3
C -25.943 6.479 -3.465 0.1 -0.3 -0.7
C -24.760 6.805 -2.807 -0.9 -0.4 0.1
C -23.623 6.378 -3.396 1.1 -0.9 -1.0
C -23.717 5.769 -4.660 1.9 0.4 1.2
H -26.846 5.712 -5.223 -0.1 0.0 -0.4
H -26.885 6.473 -2.951 -0.4 0.5 0.0
H -24.681 7.231 -1.835 -0.5 0.2 0.7
H -22.671 6.352 -2.863 -0.2 0.3 -0.3
H -22.809 5.342 -5.016 0.7 -0.2 -0.6
N -23.141 11.685 -3.763 -0.5 2.2 0.6
C -23.977 12.745 -3.528 -1.0 -1.2 -0.4
C -25.401 12.627 -3.594 2.6 1.1 -0.4
C -25.898 11.435 -4.011 -0.6 -1.0 -0.1
C -25.070 10.342 -4.206 0.7 0.7 0.0
C -23.684 10.524 -4.075 -1.0 -0.7 0.4
H -23.563 13.735 -3.339 0.3 -0.4 0.1
H -26.030 13.503 -3.511 0.0 0.0 0.3
H -26.946 11.296 -4.196 -0.3 0.0 0.1
H -25.537 9.424 -4.484 0.1 -0.7 -0.2
H -23.001 9.681 -4.143 0.0 0.0 -0.3
N -27.787 9.631 -0.360 -0.3 1.1 2.2
C -28.301 9.661 0.898 0.3 0.2 -0.6
C -28.600 8.524 1.602 -0.7 -0.6 0.6
C -28.355 7.283 0.998 0.0 -0.6 0.6
C -27.786 7.218 -0.258 -0.9 0.5 1.4
C -27.526 8.442 -0.823 0.6 -0.3 -1.9
H -28.451 10.609 1.408 -0.1 0.2 -0.5
H -29.120 8.628 2.578 0.7 -0.3 -0.7
H -28.558 6.339 1.502 -0.2 0.3 0.1
H -27.691 6.272 -0.750 0.4 -0.2 -0.3
H -27.067 8.461 -1.786 0.3 0.0 -0.9
N -23.405 2.506 -10.101 0.6 0.7 0.9
C -22.125 2.861 -9.874 0.5 0.1 -0.5
C -21.702 3.753 -8.866 -0.2 -1.3 -1.7
C -22.680 4.237 -8.055 1.7 1.2 1.9
C -23.937 3.783 -8.101 -2.3 -0.6 -1.3
C -24.267 2.982 -9.208 -0.9 -0.1 0.6
H -21.446 2.445 -10.627 0.1 0.2 0.5
H -20.687 4.077 -8.710 0.2 -0.2 -0.4
H -22.370 4.951 -7.303 -0.2 0.1 0.2
H -24.702 4.129 -7.413 0.2 -0.1 -0.1
H -25.325 2.735 -9.354 0.4 -0.1 -0.1
N -27.386 3.675 0.450 1.3 0.5 -0.1
C -26.144 4.130 0.099 -1.2 -1.1 -0.2
C -25.092 4.196 0.983 -0.7 -0.1 1.2
C -25.409 3.819 2.298 0.8 0.0 0.2
C -26.665 3.365 2.712 2.2 0.3 0.8
C -27.585 3.311 1.729 -1.7 0.2 -1.6
H -25.961 4.312 -0.962 -0.4 0.2 0.2
H -24.099 4.548 0.707 -0.3 -0.1 0.0
H -24.612 3.857 3.017 0.3 0.0 0.3
H -26.838 3.046 3.758 0.0 0.3 -0.9
H -28.589 2.994 1.962 -0.3 -0.2 -0.1
N -20.623 0.320 -5.875 0.8 1.7 1.3
C -21.548 1.323 -5.795 -0.1 -1.6 -1.4
C -21.507 2.363 -4.894 -0.9 0.7 0.3
C -20.415 2.459 -4.055 0.6 0.0 0.2
C -19.419 1.490 -4.072 -0.4 -0.8 -0.9
C -19.558 0.431 -5.022 -1.8 0.9 0.5
H -22.352 1.229 -6.568 0.6 0.2 1.0
H -22.363 3.070 -4.757 0.9 -0.6 -0.5
H -20.310 3.315 -3.401 -0.1 0.0 0.2
H -18.615 1.534 -3.329 -0.1 -0.1 -0.6
H -18.898 -0.411 -5.022 0.5 -0.2 -0.1
```
Forces are in eV/Å.

Output
strongest force on any atom	2.9	eV/Å
HOMO-LUMO gap	9.84	eV
SMILES	c1ccncc1.c1ccncc1.c1ccncc1.c1ccncc1.c1ccncc1.c1ccncc1.c1ccncc1.c1ccncc1.c1ccncc1.c1ccncc1.c1ccncc1

---

Here is a 3-piece molecular cluster, C3H5BrO2 overall at a distorted geometry from OMol25. Energies are from the ωB97M-V functional and the def2-TZVPD basis.

```
11
Properties=species:S:1:pos:R:3:forces:R:3
C 0.485 -3.274 -0.208 0.2 -0.8 0.2
C -0.360 0.090 -0.659 -1.7 -1.4 -0.9
C 0.460 -0.041 0.578 -1.4 -1.1 -1.4
O 0.715 -4.328 0.126 -0.1 0.7 -0.2
O 1.344 0.704 0.828 1.2 0.9 1.0
Br 4.492 0.101 -0.093 1.3 -1.2 -1.3
H -1.318 -0.429 -0.617 -0.4 0.0 1.0
H -0.056 -0.517 -1.508 1.3 0.1 0.0
H -0.632 1.039 -1.044 0.5 1.3 0.0
H 0.174 -0.946 1.161 0.4 0.4 0.4
H 3.720 0.846 0.728 -1.3 1.1 1.3
```
Forces are in eV/Å.

Output
strongest force on any atom	2.4	eV/Å
HOMO-LUMO gap	10.93	eV

---

Q: Which HOMO level values were calculated for the entries above? A: -9.66 -9.26 -10.20, in eV.
Q: Which LUMO level values were calculated for the entries above? A: 1.168 0.573 0.726, in eV.